Version i
Formula: C2H4N6
Source: the OMol25 dataset
Level of theory: ωB97M-V with the def2-TZVPD basis set

## Properties
gap between HOMO and LUMO: 6.89 eV
E_HOMO: -0.330 Eh
LUMO: -2.10 eV

Cartesian coordinates (Å):
1 C -0.192 -0.023 -0.373
2 C -1.014 1.045 -0.131
3 H 1.893 -1.123 1.137
4 H 2.998 -0.368 -0.594
5 H 1.481 1.173 0.970
6 H -0.433 2.081 -0.023
7 N 1.997 -0.660 -0.074
8 N 1.155 0.275 -0.482
9 N -2.309 0.914 0.020
10 N -2.787 -0.431 -0.243
11 N -2.037 -1.533 -0.156
12 N -0.753 -1.350 -0.050

Atom charges from the natural (NBO) analysis, given in e for atoms 1 to 2: atom 1 (C): 0.26, atom 2 (C): -0.01

***

Version ii
Formula: C2H4N6
Source: the OMol25 dataset
Level of theory: ωB97M-V with the def2-TZVPD basis set

## Properties
gap between HOMO and LUMO: 8.75 eV
E_HOMO: -0.332 Eh
SMILES: [H]/N=c1/ncn(N)nn1
LUMO: -0.28 eV

Cartesian coordinates (Å):
1 C -0.096 -0.614 1.217
2 C 0.149 -0.969 -1.029
3 H -0.979 2.066 2.237
4 H 0.993 1.565 2.265
5 H -0.312 -1.034 2.166
6 H 0.796 -1.378 -2.778
7 N 0.017 1.842 1.781
8 N -0.280 0.806 0.868
9 N 0.054 -1.382 0.172
10 N 0.925 -1.641 -1.846
11 N -0.418 0.362 -1.292
12 N -0.415 1.196 -0.398

Atom charges from the natural (NBO) analysis, given in e for atoms 1 to 2: atom 1 (C): 0.25, atom 2 (C): 0.45

***

Version iii
Formula: C2H4N6
Source: the OMol25 dataset
Level of theory: ωB97M-V with the def2-TZVPD basis set

## Properties
gap between HOMO and LUMO: 10.62 eV
E_HOMO: -0.375 Eh
SMILES: N/N=C\n1cnnn1
LUMO: 0.43 eV

Cartesian coordinates (Å):
1 C -0.178 0.943 1.104
2 C -0.365 -0.656 -0.895
3 H -1.680 -1.192 2.763
4 H -0.666 -1.537 1.502
5 H 0.180 1.983 1.238
6 H -1.193 -1.285 -0.588
7 N -1.383 -0.878 1.829
8 N -0.803 0.398 2.070
9 N 0.147 0.358 -0.161
10 N 0.395 -0.794 -1.965
11 N 1.380 0.124 -1.856
12 N 1.210 0.837 -0.798

Atom charges from the natural (NBO) analysis, given in e for atoms 1 to 2: atom 1 (C): 0.20, atom 2 (C): 0.14

***

In hartree, relative to the most stable structure: version i 0.2847; version ii 0.0868; version iii 0.0000.

***

Version i
Formula: C2H4N6
Source: the OMol25 dataset
Level of theory: ωB97M-V with the def2-TZVPD basis set

## Properties
gap between HOMO and LUMO: 8.74 eV
E_HOMO: -0.325 Eh
SMILES: [H]/N=c1/nnn(/C=N/[H])[nH]1
LUMO: -0.10 eV

Cartesian coordinates (Å):
1 C -0.387 -1.704 0.393
2 C 0.734 1.593 -0.117
3 H -1.779 -2.840 -0.224
4 H 0.012 -2.167 1.296
5 H 0.248 2.854 -1.462
6 H -0.822 0.551 -1.077
7 N -1.217 -1.987 -0.524
8 N 0.239 -0.514 0.354
9 N 1.021 -0.112 1.293
10 N 1.307 1.108 1.152
11 N 0.648 2.802 -0.542
12 N -0.005 0.417 -0.541

Atom charges from the natural (NBO) analysis, given in e for atoms 1 to 2: atom 1 (C): 0.26, atom 2 (C): 0.48

***

Version ii
Formula: C2H4N6
Source: the OMol25 dataset
Level of theory: ωB97M-V with the def2-TZVPD basis set

## Properties
gap between HOMO and LUMO: 9.40 eV
E_HOMO: -0.358 Eh
LUMO: -0.34 eV

Cartesian coordinates (Å):
1 C 2.372 -0.361 0.223
2 C -0.207 -0.181 -0.256
3 H 3.405 1.309 0.687
4 H 3.236 -1.206 1.298
5 H 0.774 -1.822 0.389
6 H -2.477 1.771 0.427
7 N 2.517 0.874 -0.031
8 N 1.065 -0.768 -0.533
9 N -1.271 -1.083 0.007
10 N -2.318 -0.412 0.312
11 N -1.975 0.855 0.016
12 N -0.579 0.990 -0.143

Atom charges from the natural (NBO) analysis, given in e for atoms 1 to 2: atom 1 (C): 0.28, atom 2 (C): 0.40

***

In hartree, relative to the most stable structure: version i 0.0000; version ii 0.1671.

***

Version i
Formula: C9H17N2S
Source: the OMol25 dataset
Level of theory: ωB97M-V with the def2-TZVPD basis set

## Properties
gap between HOMO and LUMO: 8.72 eV
E_HOMO: -0.430 Eh
SMILES: CC/C=C/C1=C(N)[N@@H+](CS)CC1
net charge: +1
LUMO: -2.98 eV

Cartesian coordinates (Å):
1 C -0.113 -0.223 -0.128
2 C 0.593 -1.362 -0.008
3 C 0.348 1.128 -0.135
4 C -0.483 2.217 0.001
5 C -1.618 -0.426 0.039
6 C -1.718 -1.947 0.228
7 C 1.501 3.846 -0.324
8 C -0.017 3.737 0.010
9 C 0.030 -3.668 0.637
10 N 1.898 -1.650 0.333
11 N -0.333 -2.525 -0.114
12 S -0.874 -4.928 -0.278
13 H 1.459 1.336 -0.053
14 H -1.496 2.026 0.080
15 H -1.939 0.189 0.882
16 H -2.274 -0.144 -0.856
17 H -2.065 -2.366 1.254
18 H -2.268 -2.547 -0.503
19 H 1.905 2.950 -0.811
20 H 1.745 4.742 -1.065
21 H 2.009 3.890 0.684
22 H -0.430 4.191 1.007
23 H -0.697 4.039 -0.688
24 H 1.029 -3.964 0.402
25 H -0.088 -3.515 1.747
26 H 2.426 -2.360 -0.231
27 H 2.416 -0.777 0.230
28 H -0.362 -2.883 -1.079
29 H -0.749 -6.007 0.426

Atom charges from the natural (NBO) analysis, given in e for atoms 1 to 2: atom 1 (C): -0.07, atom 2 (C): 0.30

***

Version ii
Formula: C9H17N2S
Source: the OMol25 dataset
Level of theory: ωB97M-V with the def2-TZVPD basis set

## Properties
gap between HOMO and LUMO: 7.71 eV
E_HOMO: -0.410 Eh
SMILES: CC/C=C/C1=C(N)[N@@H+](CS)CC1
net charge: +1
LUMO: -3.44 eV

Cartesian coordinates (Å):
1 C -0.164 -0.026 0.000
2 C -1.669 0.228 -0.343
3 C 0.786 0.984 0.371
4 C 2.049 0.788 0.841
5 C -0.131 -1.559 0.283
6 C -1.563 -2.144 0.142
7 C 4.210 1.550 2.071
8 C 3.081 1.831 1.149
9 C -2.253 -1.118 -2.149
10 N -2.281 1.314 -0.882
11 N -2.315 -1.030 -0.628
12 S -3.331 -2.321 -2.853
13 H 0.537 2.042 0.113
14 H 2.398 -0.224 1.048
15 H 0.465 -1.798 -0.545
16 H 0.370 -1.796 1.302
17 H -1.697 -3.030 -0.506
18 H -2.034 -2.271 1.117
19 H 5.190 1.515 1.636
20 H 4.295 2.285 2.881
21 H 4.248 0.452 2.466
22 H 2.532 2.707 1.472
23 H 3.595 2.178 0.198
24 H -2.363 -0.187 -2.551
25 H -1.157 -1.304 -2.263
26 H -1.719 2.085 -0.730
27 H -3.244 1.438 -0.477
28 H -3.352 -0.906 -0.223
29 H -4.482 -1.683 -2.939

Atom charges from the natural (NBO) analysis, given in e for atoms 1 to 2: atom 1 (C): 0.01, atom 2 (C): 0.27

***

In hartree, relative to the most stable structure: version i 0.0000; version ii 0.0179.

***

Version i
Formula: C4H11INO
Source: the OMol25 dataset
Level of theory: ωB97M-V with the def2-TZVPD basis set

## Properties
gap between HOMO and LUMO: 8.70 eV
E_HOMO: -0.463 Eh
SMILES: CC(C)(C[NH3+])OI
net charge: +1
LUMO: -3.90 eV

Cartesian coordinates (Å):
1 C -0.902 -0.593 1.226
2 C -1.232 0.320 -1.109
3 C 1.137 0.428 -0.110
4 C -0.393 0.392 0.180
5 N 1.549 -0.865 -0.707
6 O -0.730 1.789 0.700
7 I -0.130 2.325 2.504
8 H -0.177 -0.763 1.889
9 H -1.247 -1.643 0.902
10 H -1.668 -0.108 1.675
11 H -2.335 0.284 -1.029
12 H -0.803 0.976 -1.912
13 H -1.070 -0.575 -1.592
14 H 1.602 0.545 0.766
15 H 1.308 1.211 -0.768
16 H 0.955 -1.618 -0.485
17 H 2.483 -1.179 -0.460
18 H 1.654 -0.925 -1.672

Atom charges from the natural (NBO) analysis, given in e for atoms 1 to 2: atom 1 (C): -0.66, atom 2 (C): -0.64

***

Version ii
Formula: C4H11INO
Source: the OMol25 dataset
Level of theory: ωB97M-V with the def2-TZVPD basis set

## Properties
gap between HOMO and LUMO: 7.55 eV
E_HOMO: -0.481 Eh
net charge: +1
LUMO: -5.55 eV

Cartesian coordinates (Å):
1 C -0.848 -1.911 0.527
2 C 1.474 -1.318 0.087
3 C 0.347 2.220 -0.301
4 C -0.644 1.271 -0.771
5 N 0.192 -0.912 0.632
6 O -1.855 1.201 -0.360
7 I -0.054 3.901 -1.698
8 H -0.598 -2.823 1.081
9 H -1.780 -1.513 0.922
10 H -0.990 -2.181 -0.519
11 H 2.174 -0.485 0.123
12 H 1.910 -2.155 0.647
13 H 1.342 -1.635 -0.947
14 H 0.193 2.599 0.707
15 H 1.374 1.922 -0.480
16 H -0.438 0.636 -1.629
17 H 0.294 -0.598 1.592
18 H -2.092 1.782 0.388

Atom charges from the natural (NBO) analysis, given in e for atoms 1 to 2: atom 1 (C): -0.42, atom 2 (C): -0.42

***

Version iii
Formula: C4H11INO
Source: the OMol25 dataset
Level of theory: ωB97M-V with the def2-TZVPD basis set

## Properties
gap between HOMO and LUMO: 8.27 eV
E_HOMO: -0.500 Eh
net charge: +1
LUMO: -5.33 eV

Cartesian coordinates (Å):
1 C -0.092 1.483 -1.002
2 C 1.316 0.720 0.854
3 C 0.056 -0.971 -0.515
4 C 0.314 0.431 -0.160
5 N 0.577 -2.036 0.301
6 O -1.715 0.290 1.158
7 I -3.531 0.115 0.188
8 H -1.231 1.363 -1.035
9 H 0.048 1.376 -2.147
10 H 0.190 2.436 -0.653
11 H 1.530 -0.173 1.582
12 H 2.358 0.851 0.451
13 H 1.000 1.711 1.214
14 H 0.465 -1.004 -1.607
15 H -0.936 -1.181 -0.843
16 H -1.925 -0.221 1.932
17 H 0.087 -2.899 0.255
18 H 1.490 -2.290 0.027

Atom charges from the natural (NBO) analysis, given in e for atoms 1 to 2: atom 1 (C): -0.78, atom 2 (C): -0.78

***

In hartree, relative to the most stable structure: version i 0.0293; version ii 0.0000; version iii 0.0543.

***

Version i
Formula: C5H8IN2
Source: the OMol25 dataset
Level of theory: ωB97M-V with the def2-TZVPD basis set

## Properties
gap between HOMO and LUMO (spin up / spin down): 7.18 / 7.18 eV
E_HOMO (spin up / spin down): -0.458 / -0.458 Eh
net charge: +1
LUMO (spin up / spin down): -5.28 / -5.28 eV

Cartesian coordinates (Å):
1 C 1.257 -2.128 -0.216
2 C -0.134 -2.150 0.053
3 C 1.911 -0.976 -0.182
4 C -0.844 1.904 -0.619
5 C -0.268 1.431 0.744
6 N -0.736 -1.029 0.505
7 N 0.013 0.048 0.724
8 I 3.170 0.453 -0.033
9 H 1.653 -3.026 -0.633
10 H -0.614 -3.011 -0.283
11 H -0.975 2.930 -0.741
12 H -1.859 1.584 -0.651
13 H -0.473 1.408 -1.505
14 H -1.048 1.700 1.445
15 H 0.669 1.942 1.031
16 H -1.723 -1.079 0.361

Atom charges from the natural (NBO) analysis, given in e for atoms 1 to 2: atom 1 (C): -0.38, atom 2 (C): -0.01

***

Version ii
Formula: C5H8IN2
Source: the OMol25 dataset
Level of theory: ωB97M-V with the def2-TZVPD basis set

## Properties
gap between HOMO and LUMO (spin up / spin down): 5.61 / 5.62 eV
E_HOMO (spin up / spin down): -0.460 / -0.460 Eh
net charge: +1
LUMO (spin up / spin down): -6.91 / -6.90 eV

Cartesian coordinates (Å):
1 C -0.200 -1.564 -0.097
2 C -1.799 -2.430 0.019
3 C -0.314 -2.874 -0.159
4 C 0.990 2.123 1.113
5 C 1.534 1.864 -1.205
6 N -1.352 -1.003 0.318
7 N 0.883 1.577 -0.181
8 I -2.064 0.760 -0.174
9 H -2.348 -2.461 -0.836
10 H -2.168 -2.984 0.836
11 H 0.187 -3.687 -0.486
12 H 0.149 2.651 1.542
13 H 1.183 1.207 1.654
14 H 1.780 3.000 0.970
15 H 1.221 1.323 -2.214
16 H 2.319 2.499 -1.100

Atom charges from the natural (NBO) analysis, given in e for atoms 1 to 2: atom 1 (C): 0.53, atom 2 (C): -0.11

***

In hartree, relative to the most stable structure: version i 0.0000; version ii 0.1164.

***

Version i
Formula: C12H12
Source: the OMol25 dataset
Level of theory: ωB97M-V with the def2-TZVPD basis set

## Properties
gap between HOMO and LUMO: 8.87 eV
E_HOMO: -0.298 Eh
SMILES: Cc1ccc2ccccc2c1C
LUMO: 0.75 eV

Cartesian coordinates (Å):
1 C 2.527 -1.963 0.424
2 C 1.516 -0.905 -0.002
3 C 1.910 0.050 -1.009
4 C 1.091 1.019 -1.446
5 C -0.207 1.169 -0.953
6 C -1.042 2.226 -1.357
7 C -2.305 2.360 -0.884
8 C -2.734 1.450 0.109
9 C -1.913 0.475 0.676
10 C -0.620 0.274 0.090
11 C 0.261 -0.819 0.498
12 C -0.298 -1.814 1.540
13 H 2.021 -2.936 0.291
14 H 2.757 -1.935 1.500
15 H 3.464 -1.902 -0.119
16 H 2.883 -0.105 -1.557
17 H 1.568 1.650 -2.194
18 H -0.729 3.086 -2.006
19 H -2.895 3.262 -1.100
20 H -3.745 1.628 0.474
21 H -2.265 -0.060 1.523
22 H -0.060 -1.381 2.673
23 H 0.241 -2.857 1.440
24 H -1.426 -1.969 1.390

Atom charges from the natural (NBO) analysis, given in e for atoms 1 to 2: atom 1 (C): -0.63, atom 2 (C): -0.02

***

Version ii
Formula: C12H12
Source: the OMol25 dataset
Level of theory: ωB97M-V with the def2-TZVPD basis set

## Properties
gap between HOMO and LUMO: 9.85 eV
E_HOMO: -0.331 Eh
SMILES: c1ccccc1.c1ccccc1
LUMO: 0.84 eV

Cartesian coordinates (Å):
1 C 0.468 0.771 -2.039
2 C 1.408 1.237 -1.105
3 C 2.570 0.512 -0.982
4 C 2.469 -0.817 -1.457
5 C 1.745 -1.160 -2.521
6 C 0.724 -0.302 -2.868
7 C -2.543 0.823 1.365
8 C -1.874 1.109 2.478
9 C -0.739 0.342 3.001
10 C -0.547 -0.873 2.384
11 C -1.387 -1.212 1.305
12 C -2.515 -0.508 0.676
13 H -0.414 1.391 -2.458
14 H 1.263 2.273 -0.749
15 H 3.673 1.016 -0.642
16 H 3.530 -1.381 -1.366
17 H 2.151 -2.009 -3.246
18 H 0.040 -0.635 -3.734
19 H -3.093 1.544 0.620
20 H -1.900 2.146 2.757
21 H -0.197 0.628 3.910
22 H 0.376 -1.471 2.455
23 H -1.057 -2.401 1.150
24 H -3.054 -0.636 -0.115

Atom charges from the natural (NBO) analysis, given in e for atoms 1 to 2: atom 1 (C): -0.21, atom 2 (C): -0.25

***

In hartree, relative to the most stable structure: version i 0.0000; version ii 0.1648.

***

Version i
Formula: C21H18N2O4S
Source: the OMol25 dataset
Level of theory: ωB97M-V with the def2-TZVPD basis set

## Properties
gap between HOMO and LUMO: 8.12 eV
E_HOMO: -0.307 Eh
SMILES: O=C(O)c1ccc2cc(C(=O)Nc3cccn([C@@H]4CCSC4)c3=O)ccc2c1
LUMO: -0.24 eV

Cartesian coordinates (Å):
1 O -8.402 -0.106 -1.713
2 C -7.710 -1.060 -2.048
3 O -8.274 -2.240 -2.389
4 C -6.204 -1.010 -2.109
5 C -5.453 -2.127 -2.494
6 C -4.062 -2.075 -2.551
7 C -3.372 -0.885 -2.219
8 C -1.959 -0.802 -2.270
9 C -1.304 0.389 -1.941
10 C 0.193 0.453 -1.984
11 O 0.777 0.602 -3.057
12 N 0.772 0.370 -0.767
13 C 2.103 0.407 -0.378
14 C 3.144 0.544 -1.247
15 C 4.504 0.569 -0.744
16 C 4.668 0.444 0.585
17 N 3.644 0.297 1.504
18 C 3.889 0.145 2.962
19 C 4.562 1.397 3.567
20 C 5.050 1.024 4.969
21 S 5.702 -0.651 4.810
22 C 4.790 -1.063 3.304
23 C 2.322 0.282 1.080
24 O 1.355 0.171 1.845
25 C -2.045 1.508 -1.557
26 C -3.436 1.455 -1.497
27 C -4.123 0.261 -1.826
28 C -5.537 0.177 -1.777
29 H -9.208 -2.060 -2.286
30 H -5.941 -3.056 -2.758
31 H -3.500 -2.947 -2.853
32 H -1.395 -1.673 -2.575
33 H 0.121 0.253 0.000
34 H 2.997 0.634 -2.315
35 H 5.341 0.690 -1.418
36 H 5.644 0.465 1.052
37 H 2.962 -0.005 3.522
38 H 5.400 1.744 2.960
39 H 3.859 2.232 3.595
40 H 5.818 1.704 5.342
41 H 4.232 0.992 5.690
42 H 4.199 -1.969 3.449
43 H 5.517 -1.296 2.526
44 H -1.545 2.435 -1.306
45 H -4.000 2.328 -1.202
46 H -6.095 1.055 -1.478

Atom charges from the natural (NBO) analysis, given in e for atoms 1 to 2: atom 1 (O): -0.60, atom 2 (C): 0.78

***

Version ii
Formula: C21H18N2O4S
Source: the OMol25 dataset
Level of theory: ωB97M-V with the def2-TZVPD basis set

## Properties
gap between HOMO and LUMO: 8.31 eV
E_HOMO: -0.307 Eh
SMILES: O=C(O)c1ccc2cc(C(=O)Nc3cccn([C@@H]4CCSC4)c3=O)ccc2c1
LUMO: -0.03 eV

Cartesian coordinates (Å):
1 O -7.068 -0.373 0.326
2 C -6.382 -1.306 -0.002
3 O -6.909 -2.505 -0.329
4 C -4.902 -1.280 -0.084
5 C -4.159 -2.416 -0.485
6 C -2.802 -2.359 -0.551
7 C -2.112 -1.167 -0.219
8 C -0.702 -1.075 -0.280
9 C -0.069 0.086 0.049
10 C 1.435 0.155 0.021
11 O 2.110 -0.112 0.994
12 N 1.945 0.536 -1.186
13 C 3.283 0.701 -1.535
14 C 4.353 0.517 -0.727
15 C 5.662 0.731 -1.247
16 C 5.808 1.115 -2.528
17 N 4.728 1.308 -3.351
18 C 4.936 1.718 -4.737
19 C 5.698 0.684 -5.559
20 C 6.012 1.357 -6.881
21 S 6.512 3.061 -6.467
22 C 5.670 3.061 -4.855
23 C 3.429 1.114 -2.925
24 O 2.457 1.276 -3.660
25 C -0.812 1.217 0.454
26 C -2.170 1.159 0.519
27 C -2.857 -0.032 0.184
28 C -4.264 -0.120 0.242
29 H -7.867 -2.400 -0.237
30 H -4.670 -3.333 -0.741
31 H -2.236 -3.230 -0.859
32 H -0.129 -1.944 -0.584
33 H 1.295 0.725 -1.938
34 H 4.222 0.211 0.299
35 H 6.528 0.586 -0.621
36 H 6.771 1.291 -2.985
37 H 3.946 1.832 -5.167
38 H 6.624 0.390 -5.057
39 H 5.098 -0.218 -5.694
40 H 6.824 0.866 -7.412
41 H 5.136 1.381 -7.529
42 H 4.968 3.891 -4.795
43 H 6.409 3.194 -4.066
44 H -0.298 2.133 0.722
45 H -2.738 2.027 0.832
46 H -4.843 0.742 0.548

Atom charges from the natural (NBO) analysis, given in e for atoms 1 to 2: atom 1 (O): -0.59, atom 2 (C): 0.78

***

In hartree, relative to the most stable structure: version i 0.0150; version ii 0.0000.